Molecular formula: C6H4O10ReS3
Method: DFT, ωB97M-V/def2-TZVPD

Positions of all 24 atoms, in Å:
Re -0.817 0.307 -2.173
O -3.929 -0.295 -3.732
S -2.634 0.080 -4.162
O -2.341 0.337 -5.521
O -1.528 -0.878 -3.526
O -2.093 1.281 -3.212
O 2.510 1.853 -0.798
S 1.376 1.010 -0.759
O 1.282 -0.050 -1.814
O 0.020 1.703 -1.005
C 1.230 0.302 0.869
C 2.361 0.471 1.650
C 2.391 0.012 2.961
C 1.282 -0.613 3.493
C 0.148 -0.797 2.709
C 0.102 -0.347 1.404
S -1.426 -0.719 0.542
O -2.190 0.480 0.356
O -2.003 -1.858 1.163
O -0.821 -1.119 -0.852
H 3.220 0.978 1.233
H 3.284 0.152 3.554
H 1.288 -0.971 4.513
H -0.711 -1.322 3.106

The net charge is 0. As for the expectation value of S²: 0.7529. The spin multiplicity is 2. The value obtained for the energy is -61395.505 eV.

Here are the Löwdin charges for atoms 1 to 6, given in e:
1. Re 1.718
2. O -0.226
3. S 0.458
4. O -0.224
5. O -0.434
6. O -0.442

Molecular formula: C5H6ErLiO2
Method: DFT, ωB97M-V/def2-TZVPD

Positions of all 15 atoms, in Å:
C 0.658 0.059 0.736
C -0.469 -0.517 1.422
H -1.093 0.175 2.003
H -0.269 -1.511 1.841
O 2.974 0.257 0.330
C 1.785 -0.277 0.087
Er 5.201 -0.343 1.146
H 1.719 -0.923 -0.806
C -1.151 -0.533 -0.190
C -1.438 0.834 -0.721
O -1.526 1.105 -1.909
Li -1.735 2.569 -3.021
H -2.143 -0.976 -0.425
H -0.763 -1.507 -0.522
H -1.750 1.590 0.027

The net charge is +3. As for the expectation value of S²: 6.0200. The spin multiplicity is 5. The value obtained for the energy is -37167.913 eV.

Here are the Löwdin charges for atoms 1 to 6, given in e:
1. C 0.082
2. C -0.006
3. H 0.134
4. H 0.150
5. O -0.212
6. C -0.179